Entry 1:
Below is C32H36N8O2Sr as an isolated structure, with properties calculated with ωB97M-V/def2-TZVPD.

Computed properties:
Kohn-Sham gap in eV: 7.407
Energy relative to the best compared isomer or geometry (same formula, charge and spin) in eV: 0.000
Spin multiplicity: 1
Total charge: 0

Atoms and positions in Å:
Sr1 -0.5895 0.2612 0.6303
C1 -3.2057 -1.1334 -1.0058
N1 -2.4205 0.0467 -1.3759
C2 -1.8044 -0.1239 -2.7069
C3 -0.9423 -1.3591 -2.9439
C4 0.3580 -1.4617 -2.1506
N2 0.1097 -1.7848 -0.7544
C5 0.5044 -2.9273 -0.3368
C6 0.3525 -3.4979 0.9860
C7 0.9112 -4.7738 1.1771
C8 0.8338 -5.4407 2.3761
C9 0.1631 -4.8173 3.4368
C10 -0.3986 -3.5736 3.2902
C11 -0.3289 -2.8481 2.0675
O1 -0.8554 -1.6828 1.9683
C12 -3.2879 1.2440 -1.4007
C13 -2.6733 2.5305 -0.8474
C14 -1.3993 3.0345 -1.5125
N3 -0.2271 2.2755 -1.0681
C15 0.8712 2.5588 -1.6641
C16 2.1912 2.0326 -1.4162
C17 3.1803 2.3624 -2.3643
C18 4.4751 1.9244 -2.2512
C19 4.8151 1.1394 -1.1392
C20 3.8880 0.8158 -0.1819
C21 2.5347 1.2456 -0.2710
O2 1.6898 0.9371 0.6416
H1 -3.9997 -1.3433 -1.7367
H2 -3.6748 -0.9636 -0.0355
H3 -2.5603 -2.0030 -0.9076
H4 -1.1971 0.7615 -2.9003
H5 -2.6081 -0.1359 -3.4611
H6 -0.6857 -1.3341 -4.0067
H7 -1.5197 -2.2752 -2.7977
H8 0.9044 -0.5119 -2.2022
H9 0.9952 -2.2256 -2.6159
H10 1.0181 -3.5896 -1.0486
H11 1.4215 -5.2360 0.3377
H12 1.2736 -6.4207 2.4987
H13 0.0814 -5.3259 4.3911
H14 -0.9264 -3.0997 4.1101
H15 -4.1783 1.0260 -0.8079
H16 -3.6370 1.4198 -2.4273
H17 -2.4810 2.4262 0.2273
H18 -3.4454 3.2992 -0.9381
H19 -1.2631 4.0855 -1.2404
H20 -1.5036 3.0017 -2.6051
H21 0.8453 3.2860 -2.4901
H22 2.8932 2.9792 -3.2106
H23 5.2176 2.1812 -2.9940
H24 5.8336 0.7844 -1.0290
H25 4.1588 0.2157 0.6775
C22 0.8170 2.9993 2.9823
C23 -0.5361 2.5528 3.4069
N4 -1.3538 1.7881 2.7156
C24 -2.4864 1.6194 3.4806
C25 -2.3333 2.2517 4.6693
N5 -1.0879 2.8454 4.6181
C26 -0.4159 3.4461 5.7470
N6 0.8160 2.7473 6.0258
N7 1.9237 3.4633 6.3407
N8 2.9195 2.6768 6.4529
C27 2.4979 1.3920 6.1780
C28 3.2223 0.1982 6.0974
C29 2.5349 -0.9252 5.7084
C30 1.1574 -0.8792 5.4055
C31 0.4244 0.2807 5.4999
C32 1.1306 1.4235 5.9000
H26 0.9458 2.8133 1.9180
H27 1.5952 2.4362 3.5008
H28 0.9671 4.0593 3.1936
H29 -3.3177 1.0223 3.1449
H30 -2.9652 2.3308 5.5365
H31 -1.1024 3.3951 6.5919
H32 -0.1449 4.4856 5.5675
H33 4.2817 0.1827 6.3127
H34 3.0539 -1.8689 5.6084
H35 0.6698 -1.7831 5.0640
H36 -0.6258 0.3027 5.2425



Entry 2:
Below is a single C8H9NO4S molecule in a non-equilibrium geometry, with properties calculated with ωB97M-V/def2-TZVPD.

Computed properties:
Kohn-Sham gap (alpha / beta) in eV: 7.138 / 7.273
Energy relative to the best compared isomer or geometry (same formula, charge and spin) in eV: 2.307
Spin multiplicity: 1
Total charge: 0

Atoms and positions in Å:
C1 1.6495 1.8502 0.0122
C2 2.6414 0.8466 -0.3606
C3 0.7597 1.2104 0.8224
C4 2.2104 -0.3490 0.1366
C5 -0.2290 -1.0358 -1.6550
C6 -1.9009 -0.4702 -0.0314
C7 -3.2895 0.0826 -0.1279
C8 0.3390 -1.0378 1.6029
N1 1.0411 -0.1682 0.8658
O1 0.2439 -2.0451 -1.1578
O2 -1.1654 -0.2605 -1.1863
O3 -0.3310 1.7708 1.3614
O4 2.6551 -1.6501 0.1910
S1 -1.3339 -1.1867 1.4551
H1 1.8329 2.8259 -0.2591
H2 3.5310 0.8702 -0.9544
H3 -0.0266 -0.5269 -2.5536
H4 -3.8160 -0.0592 0.7838
H5 -3.8347 -0.1559 -1.1432
H6 -3.1551 1.2707 -0.1193
H7 0.7764 -1.8034 2.0607
H8 -0.7291 2.2094 0.6480
H9 2.1309 -2.1880 -0.3912



Entry 3:
Below is C4H6N4 as an isolated structure in a non-equilibrium geometry, with properties calculated with ωB97M-V/def2-TZVPD.

Computed properties:
Kohn-Sham gap in eV: 8.871
Energy relative to the best compared isomer or geometry (same formula, charge and spin) in eV: 4.073
Spin multiplicity: 1
Total charge: 0

Atoms and positions in Å:
C1 -0.2106 0.0326 1.0608
C2 -0.5275 -0.5868 -1.0329
C3 0.3747 0.1797 -2.2524
C4 0.0737 0.3745 -0.2373
H1 0.9449 -0.1185 2.6149
H2 -0.0532 1.2222 2.9267
H3 -1.7205 -1.4691 1.6180
H4 1.1589 -0.4555 -2.5620
H5 -0.2578 0.5923 -3.0497
H6 1.8361 1.2048 -0.9768
N1 0.0299 0.2768 2.4866
N2 -1.1899 -0.9685 0.9081
N3 -1.2933 -1.3550 -0.3523
N4 0.8347 1.0704 -1.1518



Entry 4:
Below is a single C5H8BN molecule in a non-equilibrium geometry, with properties calculated with ωB97M-V/def2-TZVPD.

Computed properties:
Kohn-Sham gap in eV: 9.131
Energy relative to the best compared isomer or geometry (same formula, charge and spin) in eV: 0.154
SMILES: CN1BC=CC=C1
Spin multiplicity: 1
Total charge: 0

Atoms and positions in Å:
C1 -0.9389 0.9877 -1.6174
N1 -0.3902 0.3976 -0.4139
B1 -0.3897 -1.0384 -0.4621
C2 0.2013 -1.7332 0.7119
C3 0.9145 -0.9598 1.5706
C4 1.0529 0.4315 1.4095
C5 0.1866 1.1221 0.5211
H1 -0.1126 1.3782 -2.2824
H2 -1.4904 0.0723 -2.1182
H3 -1.7245 1.7463 -1.5576
H4 -0.9418 -1.5627 -1.4088
H5 0.1663 -2.7105 0.9406
H6 1.5072 -1.4066 2.3429
H7 1.7958 1.0589 1.9105
H8 0.1635 2.2166 0.4532



Entry 5:
Below is C34H56AlCl26F3O8PS as an isolated structure in a non-equilibrium geometry, with properties calculated with ωB97M-V/def2-TZVPD.

Computed properties:
Kohn-Sham gap in eV: 7.931
Spin multiplicity: 1
Total charge: -1

Atoms and positions in Å:
C1 -5.5705 1.5325 0.2032
C2 -4.7061 2.0871 0.8522
C3 -3.7595 2.8129 1.6711
Al1 -2.6142 1.5867 2.7933
C4 -2.8873 1.6331 4.8055
S1 -2.3061 3.0469 5.6279
O1 -0.9109 3.2883 5.3621
O2 -2.6443 2.9619 7.0430
O3 -2.6907 -0.1612 2.4244
C5 -1.5335 -0.6038 1.7636
C6 -0.9079 -1.7436 2.5627
C7 0.1282 -2.6383 1.8238
C8 -0.1645 -2.8539 0.3394
P1 1.2867 -3.5192 -0.5295
O4 1.3092 -4.9860 -0.3044
O5 2.6140 -2.9000 0.1441
C9 3.7848 -2.9112 -0.7014
C10 4.9914 -3.1293 0.2193
O6 1.1745 -3.3025 -2.1207
C11 1.0145 -1.9478 -2.6023
C12 2.2252 -1.4198 -3.3738
C13 -0.6687 0.6442 1.2909
C14 -1.1797 0.9289 -0.1226
O7 -0.6171 2.1265 -0.6831
C15 -0.5975 2.0698 -2.0570
C16 -1.7553 1.7897 -2.7805
C17 -1.7483 1.6916 -4.1706
C18 -0.5518 1.8792 -4.8668
C19 0.5934 2.1650 -4.1360
C20 0.5965 2.2614 -2.7512
C21 0.8639 0.5615 1.3576
F1 1.3345 0.1718 2.5493
F2 1.3758 -0.2190 0.3646
F3 1.4123 1.7820 1.1453
O8 -0.9531 1.7358 2.1261
H1 -6.2730 0.9086 -0.2926
H2 -4.2684 3.5842 2.2570
H3 -3.0912 3.3473 0.9923
H4 -3.9650 1.5879 4.9780
H5 -2.4456 0.7422 5.2483
H6 -3.0840 4.0571 5.1477
H7 -1.9486 -0.9988 0.8233
H8 -0.4206 -1.3363 3.4494
H9 -1.7418 -2.3787 2.8587
H10 1.1301 -2.2682 2.0228
H11 0.0752 -3.6193 2.2998
H12 -0.9367 -3.5946 0.1393
H13 -0.4522 -1.9428 -0.1834
H14 3.7455 -3.6506 -1.4998
H15 3.8891 -1.8930 -1.1026
H16 5.6696 -2.2856 0.2006
H17 5.4975 -4.0747 0.0328
H18 4.6144 -3.1766 1.2422
H19 0.1828 -1.9712 -3.3070
H20 0.7310 -1.2325 -1.8303
H21 2.2983 -0.3430 -3.2208
H22 3.1566 -1.9082 -3.1052
H23 2.0971 -1.5544 -4.4484
H24 -0.8588 0.0989 -0.7583
H25 -2.2687 0.9812 -0.0725
H26 -2.6905 1.6146 -2.2623
H27 -2.6734 1.4385 -4.6719
H28 -0.5481 1.7612 -5.9331
H29 1.5313 2.2884 -4.6689
H30 1.5001 2.4822 -2.1966
C22 5.7595 -7.0542 -1.6072
Cl1 4.2003 -6.2303 -1.6066
Cl2 6.9443 -6.2271 -2.6312
H31 6.1362 -7.0817 -0.5914
H32 5.6208 -8.0617 -1.9816
C23 1.2920 -7.0092 -3.4671
Cl3 -0.1166 -6.1923 -4.1485
Cl4 2.1485 -7.9619 -4.6991
H33 1.9700 -6.2657 -3.0701
H34 0.9642 -7.6722 -2.6764
C24 0.5939 4.9729 -7.3351
Cl5 -0.6225 4.1314 -6.3673
Cl6 1.9307 3.8948 -7.7719
H35 0.1344 5.3406 -8.2451
H36 0.9898 5.7986 -6.7553
C25 -5.0311 -3.4132 2.4993
Cl7 -3.8072 -4.6833 2.6887
Cl8 -4.5451 -2.2011 1.3190
H37 -5.9592 -3.8726 2.1789
H38 -5.1615 -2.9147 3.4530
C26 4.0994 -5.7229 -6.5335
Cl9 3.9071 -6.3358 -8.1824
Cl10 4.4856 -3.9964 -6.5208
H39 3.1734 -5.8777 -5.9953
H40 4.9054 -6.2641 -6.0520
C27 -6.4580 -3.0476 6.5796
Cl11 -5.0192 -2.2853 5.8977
Cl12 -7.3286 -4.0004 5.3688
H41 -6.1540 -3.7052 7.3853
H42 -7.1174 -2.2739 6.9551
C28 1.2487 5.8932 1.1613
Cl13 -0.2470 6.8224 1.2172
Cl14 2.4394 6.7100 0.1238
H43 1.6489 5.8089 2.1642
H44 1.0422 4.9096 0.7551
C29 6.5382 0.6904 -0.0762
Cl15 7.9813 1.4680 -0.7403
Cl16 5.6411 -0.1921 -1.3161
H45 6.8521 -0.0164 0.6840
H46 5.8932 1.4459 0.3568
C30 5.7998 7.6277 1.1050
Cl17 6.9250 6.2730 1.1514
Cl18 6.3394 8.8871 -0.0175
H47 4.8308 7.2722 0.7810
H48 5.7298 8.0548 2.0985
C31 -5.5788 3.0927 8.0798
Cl19 -5.9033 3.0299 6.3469
Cl20 -6.7710 2.1610 9.0059
H49 -4.5913 2.6810 8.2529
H50 -5.6191 4.1258 8.4027
C32 4.3827 5.2522 -2.8119
Cl21 3.9701 3.8865 -3.8594
Cl22 5.7186 4.8649 -1.7200
H51 4.6768 6.0890 -3.4344
H52 3.5126 5.5116 -2.2195
C33 -8.8862 -7.7545 4.1596
Cl23 -9.0253 -7.5079 5.9047
Cl24 -8.3920 -6.2811 3.3208
H53 -8.1440 -8.5221 3.9758
H54 -9.8507 -8.0645 3.7758
C34 -0.8564 7.7841 -2.2813
Cl25 -2.1989 8.7250 -2.9493
Cl26 -0.0637 6.8053 -3.5212
H55 -0.1280 8.4671 -1.8608
H56 -1.2399 7.1269 -1.5109



Entry 6:
Below is C3H4NiO3 as an isolated structure in a non-equilibrium geometry, with properties calculated with ωB97M-V/def2-TZVPD.

Computed properties:
Kohn-Sham gap (alpha / beta) in eV: 5.009 / 6.101
Energy relative to the best compared isomer or geometry (same formula, charge and spin) in eV: 5.267
Expectation value of S²: 3.7734
Spin multiplicity: 4
Total charge: -1

Atoms and positions in Å:
H1 0.6449 -0.5959 -1.6610
H2 0.3846 -1.9202 1.3174
C1 0.7074 -1.3175 0.4563
C2 -0.2377 -1.0600 -0.5868
O1 -0.7887 0.2875 -0.4215
C3 -1.8928 0.5763 -1.0433
O2 -1.6699 1.7173 -1.6704
Ni1 2.1620 0.9360 -0.5876
O3 1.7347 -0.5045 0.5785
H3 -1.0510 -1.7764 -0.7240
H4 -2.4150 1.9012 -2.2530



Entry 7:
Below is C40H28BiCl2N6O2PS2Se2 as an isolated structure in a non-equilibrium geometry, with properties calculated with ωB97M-V/def2-TZVPD.

Computed properties:
Kohn-Sham gap in eV: 5.347
Energy relative to the best compared isomer or geometry (same formula, charge and spin) in eV: 1.734
Spin multiplicity: 1
Total charge: 0

Atoms and positions in Å:
Bi1 -0.1366 0.9161 0.3434
Cl1 2.7413 -0.5534 6.6986
C1 1.6519 0.0326 5.4890
C2 2.1248 0.0621 4.1723
C3 1.2857 0.6102 3.1597
N1 1.7376 0.5936 1.8650
C4 3.0575 0.7618 1.5258
O1 4.0415 0.6472 2.2381
C5 3.3484 1.0831 0.1205
C6 4.6937 1.2253 -0.2872
C7 5.0098 1.4130 -1.6158
C8 3.9960 1.2690 -2.6249
C9 2.7012 1.0136 -2.1104
N2 2.4062 1.0623 -0.8116
C10 0.0355 1.1858 3.4568
C11 -0.4183 1.1683 4.7774
C12 0.3379 0.5854 5.8156
Cl2 -0.1672 0.7603 7.4151
N3 -0.6029 1.8941 2.4728
C13 -1.1798 3.1081 2.6400
O2 -1.7110 3.4846 3.7039
C14 -1.1253 4.1222 1.5589
C15 -1.6925 5.3926 1.7838
C16 -1.2678 6.3958 0.9513
C17 -0.3725 6.1111 -0.1058
C18 0.0301 4.8093 -0.2314
N4 -0.3423 3.7825 0.5077
H1 3.1089 -0.3081 3.8814
H2 5.4369 1.3058 0.5193
H3 6.0643 1.6791 -1.8960
H4 4.0883 1.4483 -3.6997
H5 1.8361 1.0202 -2.7436
H6 -1.3717 1.6170 5.0135
H7 -2.3486 5.5205 2.6046
H8 -1.6583 7.4169 1.0277
H9 0.0520 6.8878 -0.6837
H10 0.6878 4.5224 -1.0549
Se1 -2.4165 0.3139 -3.4236
Se2 -3.0539 2.1116 -1.8680
C19 -3.5854 0.9053 -0.5347
C20 -4.8185 0.2307 -0.5282
C21 -5.1914 -0.5240 0.5803
C22 -4.3043 -0.5663 1.6959
C23 -3.0888 0.0768 1.6215
N5 -2.7137 0.7340 0.5233
C24 -1.2606 1.6221 -4.2394
C25 -1.7681 2.4139 -5.3075
C26 -0.8312 2.9344 -6.1841
C27 0.5330 2.9850 -5.8357
C28 0.8548 2.4674 -4.5832
N6 0.0048 1.7237 -3.7773
H11 -5.3944 0.2707 -1.4774
H12 -6.1058 -1.1510 0.4842
H13 -4.6445 -1.0002 2.6363
H14 -2.4145 -0.0629 2.4486
H15 -2.8671 2.3935 -5.5224
H16 -1.1973 3.3575 -7.1133
H17 1.2992 3.5158 -6.4118
H18 1.8690 2.5914 -4.1865
S1 -0.3644 -2.1537 2.3234
P1 0.0762 -2.7544 0.4546
S2 0.2409 -1.3732 -1.0883
C29 1.5205 -3.8685 0.2906
C30 1.5911 -4.6705 -0.8397
C31 2.8023 -5.2923 -1.1051
C32 3.8337 -5.2486 -0.1045
C33 3.6761 -4.6049 1.1238
C34 2.4886 -3.8920 1.2810
C35 -1.2417 -3.7927 -0.1732
C36 -1.3750 -5.0061 0.4773
C37 -2.4406 -5.8291 0.1715
C38 -3.1924 -5.5828 -1.0004
C39 -2.9636 -4.4594 -1.7358
C40 -2.1320 -3.4725 -1.2019
H19 0.7809 -4.7496 -1.5515
H20 2.9804 -5.7613 -2.1039
H21 4.7544 -5.7636 -0.3676
H22 4.4053 -4.6535 1.9186
H23 2.2357 -3.3239 2.1426
H24 -0.6278 -5.3327 1.2087
H25 -2.5237 -6.7612 0.7115
H26 -3.9941 -6.2643 -1.2769
H27 -3.4663 -4.2652 -2.6999
H28 -2.0480 -2.5138 -1.7293



Entry 8:
Below is C5H9MgNO3 as an isolated structure in a non-equilibrium geometry, with properties calculated with ωB97M-V/def2-TZVPD.

Computed properties:
Kohn-Sham gap in eV: 4.306
Spin multiplicity: 1
Total charge: +2

Atoms and positions in Å:
C1 2.8960 -0.6190 -0.0485
O1 1.8383 -0.0901 0.8208
C2 1.0577 0.9718 0.1497
C3 -0.1384 0.3694 -0.5784
O2 -1.2934 0.8670 0.0376
C4 -2.4795 0.3211 -0.5290
N1 -2.4957 -1.1349 -0.3836
C5 -3.1310 -1.5940 0.5674
O3 -3.5709 -2.0788 1.5173
H1 3.7120 0.0991 -0.1055
H2 3.2806 -1.5362 0.3892
H3 2.4995 -0.8498 -1.0340
H4 0.6675 1.6573 0.9688
H5 1.6793 1.6020 -0.4856
H6 -0.0819 0.5983 -1.6473
H7 -0.0568 -0.7190 -0.4632
H8 -3.3326 0.8029 -0.0591
H9 -2.5268 0.5596 -1.5930
Mg1 1.4761 0.7732 2.4764



no.,DFT total energy (eV)
1,-50622.9770
2,-28952.6143
3,-10201.8670
4,-7480.8167
5,-413008.2348
6,-50355.1961
7,-247506.8492
8,-18387.9145